Record 1
C4H7N2O | wB97M-V/def2-TZVPD

The energy above the lowest of the compared OMol25 structures with the same formula, charge and spin comes out at 139.59 kcal/mol. The largest force on an atom is 3.45 eV/A. The LUMO energy (alpha / beta) is -7.385 / -7.381 eV. As for the charge: +1.

```
14
C4H7N2O, DFT wB97M-V/def2-TZVPD
C -2.87625 0.09846 0.24233
C 1.42447 0.52065 0.09429
C 1.06124 1.92296 -0.19708
C 0.60762 -1.88268 -0.22531
N -1.79072 -0.11244 -0.05419
N 0.54841 -0.53654 0.16612
O 2.37586 -0.04057 0.60294
H -3.91530 0.32560 0.60651
H 0.31428 2.24190 0.55125
H 0.61550 1.96369 -1.21053
H 2.02286 2.45842 0.15331
H -0.46372 -2.17196 -0.20964
H 1.14473 -2.06420 -1.13964
H 1.12188 -2.60505 0.68713
```

Atom charges from the Mulliken analysis, given in e for atoms 1 to 2: -0.0365, 0.7098

=====

Record 2
C4H7N2O2 | wB97M-V/def2-TZVPD

The energy above the lowest of the compared OMol25 structures with the same formula, charge and spin comes out at 55.51 kcal/mol. The largest force on an atom is 0.64 eV/A. The LUMO energy is 4.047 eV. As for the charge: -1. Its structure (SMILES) is CC(=O)N([NH-])C(C)=O.

```
15
C4H7N2O2, DFT wB97M-V/def2-TZVPD
C 2.17312 -0.04481 0.15734
C 1.08596 -0.11227 -0.90416
O 1.30915 -0.63765 -1.97245
N -0.20187 0.44960 -0.61948
N 0.01993 1.87664 -0.30513
C -0.95414 -0.18547 0.40305
C -2.36358 -0.57880 0.00407
O -0.55694 -0.41348 1.52473
H 2.16152 0.91343 0.66818
H 1.97920 -0.82821 0.89753
H 3.14097 -0.22596 -0.31290
H 0.31019 1.87006 0.68280
H -2.61524 -0.19293 -0.98110
H -3.06940 -0.21753 0.75665
H -2.41886 -1.67263 0.00086
```

Atom charges from the Mulliken analysis, given in e for atoms 1 to 2: -0.8690, 0.4010

=====

Record 3
C4H7N2O3 | wB97M-V/def2-TZVPD

The energy above the lowest of the compared OMol25 structures with the same formula, charge and spin comes out at 93.13 kcal/mol. The largest force on an atom is 2.39 eV/A. The LUMO energy is -3.427 eV. As for the charge: +1.

```
16
C4H7N2O3, DFT wB97M-V/def2-TZVPD
C -0.23104 -0.14342 0.96381
C 1.22465 2.76191 -0.23775
C -0.70034 -2.14953 -0.01034
C -1.05160 -0.97247 -0.93291
N 1.56590 1.69722 0.09078
N -0.11845 -1.44238 1.12088
O 1.51790 0.50965 0.39653
O 1.29981 4.00334 -0.42923
O -0.94291 0.18971 -0.08340
H -0.21401 0.55052 1.79523
H -1.58877 -2.69651 0.32218
H 0.00321 -2.84853 -0.46145
H -0.33490 -0.86465 -1.75122
H -2.06609 -0.99655 -1.32824
H 1.31398 4.30631 -1.35307
H 0.32268 -1.90462 1.89819
```

Atom charges from the Mulliken analysis, given in e for atoms 1 to 2: 0.0406, 0.3440

=====

Record 4
C4H7N2OP | wB97M-V/def2-TZVPD

The energy above the lowest of the compared OMol25 structures with the same formula, charge and spin comes out at 38.06 kcal/mol. The largest force on an atom is 3.77 eV/A. The LUMO energy is 0.592 eV. As for the charge: 0.

```
15
C4H7N2OP, DFT wB97M-V/def2-TZVPD
C -1.14965 1.01792 0.82902
C -0.12202 1.63276 0.22932
C -0.77648 -1.37818 0.06721
C -1.54257 -0.39858 0.90433
N 0.44640 -1.33157 -0.22912
N 2.12808 -0.10940 -1.68193
O 2.51637 -0.11739 0.93584
P 1.47761 -0.04077 -0.14112
H -1.95789 1.57861 1.18237
H -0.12585 2.69163 -0.03612
H -1.30844 -2.32569 -0.31496
H -1.45176 -0.85806 1.94953
H -2.72352 -0.46909 0.72387
H 2.92565 0.44662 -1.82024
H 1.66407 -0.33882 -2.59802
```

Atom charges from the Mulliken analysis, given in e for atoms 1 to 2: -0.1552, -0.6054